1.
Entry from the OMol25 dataset: a cluster of 3 separate species, C18H40BN5O6PS in total at a distorted geometry (the ωB97M-V functional and the def2-TZVPD basis).

ORCA input file:
```
! RIJCOSX wB97M-V def2-TZVPD def2/J DEFGRID3
* xyz 1 1
C -7.65 -0.45 1.31
C -7.14 -0.60 2.84
B -6.81 -2.16 3.27
O -7.82 -2.91 3.96
N -5.42 -2.65 2.92
C -4.84 -2.30 1.62
C -3.43 -2.93 1.68
O -2.52 -2.76 0.56
C -2.02 -1.42 0.76
N -1.57 -0.32 1.05
N -3.23 -3.62 2.94
C -4.46 -3.42 3.68
P -4.65 -4.11 5.44
S -6.27 -5.13 5.76
H -8.48 0.34 1.30
H -6.81 -0.04 0.62
H -8.01 -1.44 0.86
H -7.87 -0.17 3.62
H -6.15 0.00 2.91
H -8.34 -3.44 3.31
H -5.25 -1.70 0.74
H -2.35 -4.11 3.19
H -4.69 -2.95 6.32
H -3.49 -4.89 5.75
C 5.04 2.41 3.65
O 3.71 2.61 3.19
C 3.64 2.88 1.79
C 2.97 1.72 1.05
N 3.85 0.54 1.02
C 3.18 -0.67 0.56
C 2.03 -1.22 1.42
O 2.44 -1.72 2.69
C 2.54 -0.73 3.70
H 5.01 2.35 4.74
H 5.44 1.47 3.27
H 5.68 3.24 3.36
H 4.61 3.12 1.36
H 3.00 3.77 1.68
H 2.75 2.02 0.02
H 2.03 1.50 1.56
H 4.20 0.37 1.96
H 3.95 -1.45 0.50
H 2.82 -0.51 -0.47
H 1.62 -2.09 0.88
H 1.20 -0.51 1.52
H 1.81 0.08 3.57
H 3.55 -0.33 3.75
H 2.34 -1.22 4.66
C 3.85 0.14 -6.68
O 2.97 1.24 -6.89
C 1.60 0.85 -6.96
C 0.83 1.37 -5.75
N 1.22 0.65 -4.53
C 0.71 1.26 -3.30
C 1.22 2.67 -2.95
O 2.60 2.71 -2.62
C 3.47 2.84 -3.73
H 4.87 0.51 -6.79
H 3.73 -0.27 -5.67
H 3.68 -0.64 -7.43
H 1.48 -0.23 -7.08
H 1.18 1.33 -7.86
H -0.25 1.23 -5.91
H 1.03 2.44 -5.66
H 2.23 0.62 -4.48
H 0.99 0.59 -2.48
H -0.38 1.27 -3.33
H 0.69 2.98 -2.04
H 0.97 3.41 -3.71
H 3.02 3.40 -4.55
H 3.79 1.85 -4.08
H 4.37 3.37 -3.40
*
```

Output
E_LUMO ... -5.1 eV
Orbital gap ... 0.1832 hartree

Löwdin atomic charge list, values in e, 4 entries: number 1, C, carries -0.12; number 2, C, carries -0.14; number 3, B, carries -0.41; number 4, O, carries 0.06


2.
Entry from the OMol25 dataset: a structure of composition C5H6S2 at a distorted geometry (the ωB97M-V functional and the def2-TZVPD basis).

ORCA input file:
```
! RIJCOSX wB97M-V def2-TZVPD def2/J DEFGRID3
* xyz 0 1
C 0.91 -0.31 0.03
C -0.13 0.26 -1.05
C 0.04 0.51 1.08
C -1.40 -0.10 0.68
C -1.45 -0.32 -0.53
H 2.96 -1.07 -0.94
H 0.88 -1.29 0.49
H -0.12 0.29 -2.17
H 0.31 0.77 2.11
H -2.24 -0.29 1.39
H -2.59 -0.56 -1.00
S 2.70 0.26 0.05
S 0.14 1.85 -0.14
*
```

Output
Energy relative to the best compared isomer or geometry (same formula, charge and spin) ... 4.199 eV
E_LUMO ... 0.4 eV
Orbital gap ... 0.3181 hartree

Löwdin atomic charge list, values in e, 4 entries: number 1, C, carries -0.74; number 2, C, carries -0.44; number 3, C, carries -0.48; number 4, C, carries -0.20


3.
Entry from the OMol25 dataset: an isolated molecule of C9H16N4O5 at a distorted geometry (the ωB97M-V functional and the def2-TZVPD basis).

ORCA input file:
```
! RIJCOSX wB97M-V def2-TZVPD def2/J DEFGRID3
* xyz 0 1
N -4.32 -1.69 1.13
C -3.65 -2.30 0.14
O -4.23 -2.93 -0.68
C -2.12 -2.13 -0.04
C -1.36 -1.39 1.00
C 0.21 -1.64 0.83
N 0.84 -0.92 -0.14
C 0.51 0.25 -0.62
O -0.54 0.26 -1.28
C 1.45 1.47 -0.19
N 2.95 1.15 -0.43
C 0.98 2.85 -1.08
C 2.07 3.84 -1.11
N 1.67 4.97 -0.57
O 3.19 3.91 -1.62
C 0.56 -3.13 0.58
O -0.11 -4.08 0.20
O 1.96 -3.44 0.92
H -3.92 -0.98 1.71
H -5.31 -1.43 0.90
H -1.83 -3.25 0.15
H -1.95 -1.84 -1.10
H -1.58 -1.84 2.04
H -1.83 -0.29 0.92
H 0.81 -1.21 1.63
H 1.90 -1.28 -0.19
H 1.22 1.40 0.93
H 3.60 1.84 0.05
H 3.19 1.12 -1.41
H 0.36 2.77 -1.95
H 0.12 3.32 -0.42
H 2.39 5.79 -0.55
H 0.75 5.17 -0.30
H 2.01 -4.36 0.57
*
```

Output
Energy relative to the best compared isomer or geometry (same formula, charge and spin) ... 5.831 eV
E_LUMO ... 0.4 eV
Orbital gap ... 0.3554 hartree
Structure (SMILES) ... NC(=O)CC[C@H](NC(=O)[C@@H](N)CC(N)=O)C(=O)O

Löwdin atomic charge list, values in e, 4 entries: number 1, N, carries 0.15; number 2, C, carries -0.58; number 3, O, carries 0.06; number 4, C, carries -0.15


4.
Entry from the OMol25 dataset: an isolated molecule of C8H14N2O5 at a distorted geometry (the ωB97M-V functional and the def2-TZVPD basis).

ORCA input file:
```
! RIJCOSX wB97M-V def2-TZVPD def2/J DEFGRID3
* xyz 0 1
C -2.36 -0.75 -0.64
C -1.97 -1.05 0.75
N -0.55 -1.25 0.97
C 0.60 -0.36 1.19
O 1.62 -0.73 1.84
C 0.26 1.07 0.57
N 0.83 2.19 1.35
C 0.74 1.26 -1.01
C 2.28 1.10 -0.99
C 2.68 1.57 -2.46
O 3.83 1.22 -2.89
O 1.59 2.28 -3.18
C -2.78 -2.10 1.39
O -2.25 -3.02 2.02
O -4.10 -1.97 1.37
H -3.50 -0.99 -0.82
H -1.54 -1.28 -1.15
H -2.06 0.35 -0.90
H -2.20 -0.34 1.64
H -0.25 -2.17 1.17
H -0.77 1.46 0.58
H 0.32 2.16 2.25
H 1.80 2.11 1.75
H 0.44 2.17 -1.30
H 0.41 0.34 -1.50
H 2.62 -0.05 -0.90
H 2.88 1.72 -0.32
H 2.09 2.45 -3.99
H -4.38 -1.11 1.16
*
```

Output
Energy relative to the best compared isomer or geometry (same formula, charge and spin) ... 4.513 eV
E_LUMO ... 0.1 eV
Orbital gap ... 0.3651 hartree
Structure (SMILES) ... C[C@H](NC(=O)[C@@H](N)CCC(=O)O)C(=O)O

Löwdin atomic charge list, values in e, 4 entries: number 1, C, carries -0.03; number 2, C, carries -0.38; number 3, N, carries 0.09; number 4, C, carries -0.30